Entry 1:
C7H10BClO3 as an isolated structure at a distorted geometry, computed with the ωB97M-V functional and the def2-TZVPD basis.

Geometry (Å):
B 1.38 0.33 -0.86
C 0.19 -1.00 1.99
C -1.09 -0.70 1.66
C 1.13 0.16 1.80
C -1.45 0.65 1.06
C 1.37 0.85 0.65
C -1.03 1.05 -0.14
C -1.12 -0.93 -1.46
O 1.56 -1.00 -1.01
O 1.73 1.27 -1.98
O -0.50 0.30 -1.16
Cl -1.24 2.78 -0.70
H 0.43 -1.85 2.50
H -1.76 -1.54 1.81
H 1.51 0.49 2.79
H -2.08 1.11 1.75
H 1.99 1.73 0.65
H -0.96 -1.01 -2.62
H -2.16 -0.88 -1.20
H -0.65 -1.78 -1.02
H 1.79 -1.09 -1.96
H 0.98 1.06 -2.55

Energy above the lowest of the compared OMol25 structures with the same formula, charge and spin in eV: 0.816
LUMO level in eV: 0.5
HOMO in eV: -8.9
Orbital gap in hartree: 0.3445
Electronic energy in eV: -26760.9266


Entry 2:
A 4-piece molecular cluster, C7H10BrN2O2 overall at a distorted geometry, computed with the ωB97M-V functional and the def2-TZVPD basis.

Geometry (Å):
C -0.42 1.15 -0.06
C 0.59 1.61 -0.82
C -0.67 -0.32 -0.12
C 1.39 0.75 -1.55
C -0.16 -2.06 3.24
C 2.29 0.06 -1.99
C -0.08 -1.03 -1.05
N -0.27 3.77 3.30
N -0.10 -1.97 -1.92
O -0.14 -3.10 3.73
O -0.17 -1.08 2.63
Br -2.10 -3.68 -4.23
H -0.86 1.76 0.63
H 0.75 2.71 -0.83
H -1.30 -0.81 0.65
H 3.13 -0.53 -2.37
H 0.73 3.98 3.17
H -0.20 3.15 4.19
H -0.58 4.69 3.71
H -0.88 -2.22 -2.68
H 0.80 -2.37 -2.27
H -1.74 -4.46 -5.36

Charge: +1
Energy above the lowest of the compared OMol25 structures with the same formula, charge and spin in eV: 0.578
LUMO level in eV: -4.6
HOMO in eV: -13.0
Orbital gap in hartree: 0.3066
Electronic energy in eV: -84528.0414